Density functional theory data (ωB97M-V/def2-TZVPD) for a structure of composition C4H10HgO3 in a non-equilibrium geometry.

<S²>: 0.757
total charge: +1
molecular weight: 306.71 u
2S+1: 2
HOMO-LUMO gap (spin up / spin down): 0.3280 / 0.1598 Eh

Each line ends with the Löwdin charge.
Geometry (Å):
O (-1.130, -1.329, 0.212)  -0.4030
C (-0.422, -1.965, 1.217)  -0.2231
C (0.896, -1.302, 1.597)  -0.1454
O (1.945, -1.456, 0.664)  -0.0601
C (1.884, -0.650, -0.480)  -0.0387
H (-0.199, -3.011, 0.925)  0.1593
H (-1.022, -2.019, 2.148)  0.1570
H (1.263, -1.755, 2.531)  0.1606
H (0.718, -0.226, 1.790)  0.1509
H (2.711, 0.074, -0.527)  0.1264
H (1.892, -1.266, -1.397)  0.1237
H (0.910, -0.036, -0.478)  0.0765
O (-1.121, 1.729, -1.320)  -0.5061
C (-1.521, 3.000, -1.552)  -0.2689
Hg (-1.775, 0.233, -0.261)  1.4221
H (-2.027, 3.468, -0.694)  0.0815
H (-0.715, 3.601, -2.003)  0.0941
H (-2.289, 2.908, -2.371)  0.0931